DFT (ωB97M-V with the def2-TZVPD basis set) results for C4H6N2S2 in the gas phase.

Geometry as ORCA input:
```
! wB97M-V def2-TZVPD RIJCOSX def2/J DEFGRID3
* xyz 0 1
C -0.65 0.29 -1.97
N 0.10 0.21 -0.73
N -0.68 -0.23 0.22
C -0.54 -0.24 1.46
C 0.49 0.69 2.18
S 1.13 1.95 1.11
C 1.15 1.37 -0.50
S 2.15 2.04 -1.56
H -1.33 1.13 -1.75
H 0.03 0.58 -2.74
H -1.20 -0.62 -1.99
H -1.31 -0.89 1.99
H -0.11 1.15 2.92
H 1.25 0.12 2.71
*
```

Output
Molecular weight (g mol⁻¹): 146.2
LUMO (eV): -0.3
ΔE to the lowest compared entry with this formula, charge and spin (kcal per mole): 67.2
E_HOMO (eV): -8.6
E (Ha): -1061.80900
SMILES: CN1N=CCSC1=S